Record 1
123
Properties=species:S:1:pos:R:3:forces:R:3:lowdin_charge:R:1 method="wB97M-V/def2-TZVPD" total_charge=+1 lumo_ev=-2.5 e_homo_ha=-0.43378
P -0.00575 0.91398 -1.53695 -0.347 0.686 -0.116 1.11
C -1.04855 2.15676 -2.38681 -0.979 -0.642 0.142 -0.29
C -2.50336 1.83276 -2.01388 1.792 0.261 -0.475 -0.34
C -3.27222 2.75255 -1.36891 0.174 0.760 0.345 -0.04
C -4.56042 2.41401 -1.02016 0.270 1.062 0.316 -0.06
C -5.01356 1.17453 -1.33520 -1.932 -0.809 0.436 -0.08
C -4.25088 0.24519 -1.98997 0.348 -1.002 -0.516 -0.05
C -2.97053 0.58256 -2.33828 0.214 -0.257 -0.101 -0.09
H -0.78389 0.22457 -0.60346 0.204 0.132 0.025 0.02
H 1.02519 1.59202 -0.87835 0.167 -0.402 -0.105 0.01
H 0.46447 -0.06493 -2.41933 0.268 0.178 0.171 0.02
H -0.75680 3.16452 -2.10283 0.240 -0.060 -0.038 0.08
H -0.99197 2.02869 -3.46725 0.561 0.118 0.003 0.10
H -2.84201 3.71560 -1.12664 -0.145 0.099 0.047 0.12
H -5.16771 3.13512 -0.49476 -0.182 -0.061 0.019 0.12
H -6.02188 0.90300 -1.04437 -0.006 -0.005 -0.045 0.12
H -4.59571 -0.74762 -2.25198 -0.309 0.120 0.111 0.10
H -2.30901 -0.11779 -2.83914 -0.166 -0.142 -0.139 0.11
O 1.58141 4.08935 -3.08767 -0.168 -0.476 0.086 -0.31
S 2.73766 3.83141 -3.90697 0.419 0.517 -0.407 0.56
O 3.33798 2.53175 -3.90481 -0.434 -0.322 0.139 -0.28
O 3.83861 4.90644 -3.56704 -0.335 0.102 -0.057 -0.25
C 4.17067 5.02497 -2.15866 0.550 -0.136 0.781 -0.23
C 5.09057 3.89938 -1.72555 0.011 -0.118 -0.103 -0.07
C 2.41004 4.31016 -5.56710 -0.036 0.127 -0.005 -0.11
H 3.26089 5.05536 -1.55800 -0.090 -0.018 -0.186 0.11
H 4.66573 5.98513 -2.03441 -0.057 0.051 -0.340 0.13
H 4.57902 2.93803 -1.75748 0.022 0.025 0.054 0.06
H 5.44431 4.05477 -0.70846 -0.058 0.109 0.002 0.06
H 5.94965 3.83431 -2.39390 0.004 0.067 0.007 0.09
H 2.00271 5.31768 -5.56787 0.014 0.002 0.018 0.08
H 1.68530 3.60867 -5.97505 0.018 -0.039 0.061 0.08
H 3.33722 4.26321 -6.13208 0.019 -0.022 0.038 0.08
O -4.76904 -2.63350 -3.79472 -0.136 0.135 -0.049 -0.29
S -4.55948 -3.80062 -4.60082 0.407 -0.483 0.186 0.58
O -5.38601 -4.05657 -5.73629 -0.112 0.279 -0.036 -0.27
O -4.54803 -5.07752 -3.66228 0.152 0.130 -0.024 -0.26
C -5.66290 -5.27420 -2.75980 -0.654 -0.213 0.334 -0.24
C -6.88143 -5.83582 -3.46445 0.079 0.168 -0.275 -0.07
C -2.87143 -3.87749 -5.09531 0.090 0.018 0.010 -0.12
H -5.89651 -4.34037 -2.24614 0.129 0.088 -0.130 0.11
H -5.31252 -5.97847 -2.00772 0.269 0.022 -0.125 0.12
H -7.31061 -5.11222 -4.15660 -0.045 -0.002 0.044 0.07
H -7.64834 -6.10289 -2.73834 0.041 -0.010 0.034 0.09
H -6.61770 -6.72248 -4.04139 -0.010 -0.060 0.100 0.09
H -2.24270 -3.73702 -4.22013 -0.024 -0.031 0.012 0.07
H -2.70563 -3.07844 -5.81510 -0.085 0.002 -0.010 0.08
H -2.68546 -4.84333 -5.55745 -0.031 0.002 0.000 0.08
O 4.59553 3.00070 1.37929 0.264 0.031 -0.186 -0.29
S 3.96304 3.89874 2.30385 -0.903 -0.122 0.666 0.57
O 4.19456 5.30581 2.23709 0.354 0.042 -0.334 -0.26
O 4.23929 3.38649 3.78312 -0.143 -0.063 -0.155 -0.27
C 5.60969 3.13815 4.17493 0.710 0.036 0.257 -0.25
C 6.34863 4.41935 4.50437 -0.100 0.175 -0.180 -0.06
C 2.22854 3.60291 2.29712 0.024 -0.028 0.035 -0.11
H 6.12383 2.56935 3.39901 -0.152 0.003 -0.067 0.11
H 5.55632 2.50296 5.05713 -0.239 -0.031 -0.078 0.11
H 6.49823 5.03031 3.61449 0.011 -0.017 0.001 0.07
H 7.32613 4.19031 4.92860 -0.036 -0.095 0.020 0.09
H 5.78292 5.01794 5.21868 0.021 -0.050 0.055 0.09
H 2.05125 2.53422 2.40452 0.081 0.355 0.044 0.02
H 1.83504 3.95655 1.34566 0.106 0.144 -0.025 0.07
H 1.77474 4.15624 3.11754 -0.028 0.036 -0.033 0.07
O 1.48305 0.76165 2.78692 -0.586 -0.218 -0.053 -0.29
S 1.88975 -0.40033 2.05501 0.995 -0.689 0.231 0.58
O 1.12017 -0.83537 0.91646 -0.258 0.416 -0.179 -0.33
O 2.05691 -1.61081 3.05474 0.020 0.141 -0.142 -0.24
C 0.96314 -1.92416 3.94659 -0.618 -0.256 0.368 -0.24
C -0.14307 -2.68997 3.24951 0.016 0.105 -0.280 -0.07
C 3.57747 -0.23915 1.59475 0.020 -0.007 -0.067 -0.10
H 0.58499 -1.01178 4.40983 0.118 0.101 -0.125 0.12
H 1.39327 -2.53415 4.73787 0.263 0.053 -0.122 0.13
H -0.65382 -2.06704 2.51526 -0.018 0.009 0.041 0.07
H -0.87966 -3.03157 3.97630 0.059 0.006 0.055 0.09
H 0.26087 -3.55351 2.72097 0.009 -0.038 0.088 0.09
H 4.15566 0.04089 2.47260 0.002 -0.018 0.006 0.07
H 3.64094 0.54182 0.83751 -0.025 0.060 0.072 0.07
H 3.92495 -1.18550 1.18806 -0.049 -0.033 0.034 0.09
O -9.51103 -6.37522 -5.83705 -0.214 0.072 0.029 -0.28
S -9.05511 -6.33695 -7.19478 0.511 -0.243 -0.195 0.57
O -9.81648 -5.67157 -8.20343 -0.217 0.128 0.123 -0.27
O -8.75347 -7.82655 -7.67187 0.154 0.078 0.091 -0.26
C -9.79029 -8.81293 -7.50250 -0.530 -0.411 -0.058 -0.25
C -10.85874 -8.70828 -8.57256 -0.039 0.260 -0.044 -0.07
C -7.39962 -5.74739 -7.23535 0.011 -0.073 -0.082 -0.13
H -10.22097 -8.73646 -6.50268 0.094 0.159 0.014 0.11
H -9.29446 -9.77993 -7.56826 0.233 0.135 -0.008 0.12
H -11.43316 -7.78837 -8.46852 -0.001 -0.018 0.020 0.07
H -11.54779 -9.55020 -8.50068 0.059 -0.040 0.034 0.08
H -10.40898 -8.70131 -9.56543 0.016 -0.083 0.014 0.08
H -6.81367 -6.29637 -6.50504 -0.001 0.018 0.005 0.06
H -7.42024 -4.69132 -6.98181 -0.059 -0.009 0.024 0.07
H -7.00018 -5.88393 -8.23707 -0.050 -0.008 -0.012 0.08
O 0.92371 5.95323 6.91370 -0.130 0.252 -0.217 -0.26
S 0.40517 4.73079 6.38778 0.143 -0.588 0.343 0.57
O -0.13052 4.66081 5.06058 0.078 0.244 -0.113 -0.29
O -0.66081 4.14137 7.40828 0.131 -0.083 -0.033 -0.26
C -1.73340 5.00397 7.84052 -0.581 0.377 0.109 -0.25
C -2.82741 5.12145 6.79827 0.132 -0.003 -0.251 -0.07
C 1.61455 3.46384 6.57291 0.032 -0.090 0.027 -0.11
H -1.33904 5.98348 8.11467 0.164 -0.059 -0.076 0.12
H -2.13200 4.55084 8.74614 0.209 -0.179 -0.014 0.12
H -2.47724 5.65785 5.91673 -0.002 0.021 0.027 0.07
H -3.68138 5.66088 7.20819 0.026 -0.023 0.071 0.08
H -3.15459 4.13414 6.47134 -0.041 -0.007 0.082 0.08
H 1.98050 3.47683 7.59595 -0.021 0.026 0.002 0.08
H 2.42461 3.68042 5.87754 -0.041 0.054 -0.032 0.06
H 1.15956 2.50598 6.33293 -0.016 0.022 -0.023 0.07
O 6.19801 -0.89575 3.91572 -0.151 0.274 -0.183 -0.29
S 7.32013 -0.64771 4.77366 0.419 -0.588 0.324 0.57
O 7.77013 0.68783 5.00889 -0.221 0.266 -0.134 -0.27
O 8.54234 -1.53497 4.28691 -0.192 -0.031 0.139 -0.26
C 8.93258 -1.45776 2.90024 0.310 0.159 -0.653 -0.25
C 9.74778 -0.21469 2.60463 -0.121 0.196 0.162 -0.07
C 7.06720 -1.45132 6.31822 -0.014 -0.072 0.040 -0.11
H 8.05150 -1.51740 2.25914 -0.103 0.013 0.163 0.11
H 9.53104 -2.34663 2.71065 -0.070 -0.083 0.260 0.12
H 9.14212 0.68670 2.69619 -0.004 -0.012 -0.025 0.07
H 10.14430 -0.25695 1.59005 -0.005 -0.079 0.009 0.08
H 10.57677 -0.12291 3.30601 0.037 -0.066 -0.046 0.09
H 6.77717 -2.48222 6.13433 0.013 0.010 -0.025 0.08
H 6.27140 -0.92031 6.83614 0.004 0.054 -0.051 0.08
H 7.98821 -1.40137 6.89291 0.008 0.029 -0.025 0.08

---

Record 2
120
Properties=species:S:1:pos:R:3:forces:R:3:lowdin_charge:R:1 method="wB97M-V/def2-TZVPD" de_lowest_kcal_mol=21.2 lumo_ev=0.2 e_homo_ha=-0.31973
C -2.27807 3.49040 3.45378 -2.273 0.380 2.193 -0.27
S -0.90814 3.06231 4.49826 0.177 -1.380 0.066 0.77
O -1.48360 2.80343 5.85730 0.066 0.294 -0.282 -0.55
C -0.07619 4.60663 4.55235 -1.279 2.063 1.484 -0.28
H -2.96599 4.16186 4.06588 0.859 -0.771 -0.348 0.08
H -2.87376 2.56448 3.30082 0.664 0.626 -0.507 0.06
H -2.02025 4.10546 2.63660 0.506 -0.009 -1.434 0.03
H 0.59407 4.57226 5.40796 0.290 -0.267 -0.154 0.06
H -0.81904 5.42253 4.83154 0.685 -0.909 -0.459 0.08
H 0.43692 4.88675 3.65622 0.310 -0.169 -0.602 0.05
C 5.94440 -1.61378 0.12715 -0.274 0.023 0.359 -0.23
S 4.25013 -0.94130 0.50605 1.274 -0.102 -1.275 0.84
O 4.15833 -0.84952 1.96956 -0.197 0.014 1.387 -0.56
C 4.52274 0.72607 -0.14522 0.328 -0.273 1.179 -0.23
H 6.01953 -2.65378 0.45358 -0.274 0.219 0.507 0.05
H 6.75124 -1.00797 0.55145 -0.353 0.002 0.253 0.06
H 6.09844 -1.67801 -0.92844 -0.174 0.314 -0.685 -0.01
H 4.90168 0.52195 -1.11057 0.543 0.203 -1.203 0.01
H 5.18649 1.34254 0.47710 0.151 -0.579 -0.117 0.07
H 3.59065 1.23848 -0.20017 -0.859 0.116 -0.128 0.01
C -3.17002 -1.54863 5.89992 -0.105 0.925 -1.393 -0.22
S -1.99983 -0.48751 4.89639 0.069 -0.813 -0.821 0.82
O -1.26953 -1.47235 3.98358 -0.897 0.799 0.651 -0.57
C -0.82589 -0.24407 6.20584 0.229 0.972 -0.205 -0.28
H -3.76516 -2.09676 5.13876 0.755 -0.045 0.559 0.06
H -3.90559 -0.98074 6.49254 0.733 -0.001 0.029 0.06
H -2.42368 -2.09834 6.44900 -0.512 -0.807 0.424 0.03
H 0.00133 0.42371 5.91715 -0.593 -0.098 -0.042 0.05
H -0.44036 -1.21548 6.35374 0.557 -1.212 0.331 0.03
H -1.32488 0.10792 7.08884 -0.142 0.389 0.405 0.06
C -2.58618 -4.62336 -4.01390 0.486 0.954 2.116 -0.25
S -0.87821 -3.98354 -4.04605 0.128 -1.766 -3.015 0.80
O -0.41014 -3.47202 -2.77684 -0.075 1.389 2.522 -0.55
C -0.10212 -5.66010 -4.00614 -0.479 0.427 1.512 -0.23
H -2.73712 -5.36499 -4.74820 -0.066 -0.550 -1.174 0.03
H -3.33311 -3.81277 -3.97536 0.519 -0.348 -0.188 0.02
H -2.54404 -5.13277 -3.05053 -0.555 -0.131 0.236 0.05
H 0.01675 -5.87506 -2.90385 -0.356 0.274 -1.060 0.08
H 0.89290 -5.61444 -4.40360 0.357 -0.003 -0.528 0.03
H -0.73970 -6.40231 -4.45245 0.052 -0.356 -0.415 0.03
C -5.33096 -2.91694 -0.95955 0.790 0.658 -0.623 -0.22
S -4.02032 -1.79865 -1.67245 -0.032 -0.794 -0.888 0.86
O -3.96758 -2.05340 -3.16873 -0.164 0.163 0.929 -0.58
C -4.92600 -0.26424 -1.46759 -0.951 -0.768 1.347 -0.25
H -5.18145 -3.98811 -1.11151 0.477 0.318 -0.107 0.05
H -6.22325 -2.60893 -1.46283 -0.780 0.069 -0.141 0.04
H -5.35122 -2.66905 0.08807 -0.171 -0.041 0.451 0.04
H -5.47335 -0.37957 -0.51048 0.402 0.346 -0.256 0.06
H -5.68677 -0.22982 -2.23608 0.048 0.169 -0.441 0.07
H -4.23685 0.56868 -1.47203 -0.136 -0.075 -0.058 0.01
C -0.61468 1.65828 -4.17370 -0.951 -0.186 0.007 -0.21
S -1.90277 0.35618 -3.91257 0.013 1.159 1.018 0.87
O -2.80223 0.91755 -2.80833 1.034 -0.633 -1.211 -0.60
C -2.83977 0.52793 -5.43556 2.099 -0.686 0.051 -0.22
H -0.02354 1.28287 -5.00152 0.005 0.298 -0.519 0.04
H 0.06872 1.63251 -3.31642 -0.496 0.216 0.129 0.04
H -1.12215 2.65064 -4.34530 0.688 -1.014 0.166 0.07
H -3.27873 1.47170 -5.48193 -0.955 1.477 -0.047 0.04
H -3.47160 -0.30193 -5.47862 -1.603 -1.010 0.388 0.02
H -2.19666 0.34466 -6.28606 0.585 0.337 -0.178 0.06
C -2.65047 5.45035 -1.07348 -0.237 0.020 1.228 -0.23
C -3.52613 4.23218 -0.64824 -0.253 0.090 -0.364 -0.20
C -4.06009 3.58712 -1.97781 0.467 0.678 0.270 -0.20
S -4.10433 4.99704 -3.15947 -0.152 -0.091 0.158 0.67
O -5.44676 5.31481 -3.59752 0.196 -0.244 0.268 -0.34
O -3.09744 4.75627 -4.16808 0.206 0.056 0.014 -0.35
C -3.52966 6.30842 -2.00705 0.260 -1.539 -0.592 -0.21
H -1.84137 4.96100 -1.60604 0.387 0.541 -0.498 0.11
H -2.16978 6.07526 -0.25620 -0.838 -0.944 -0.688 0.13
H -4.40179 4.62528 -0.15530 -0.296 0.032 0.607 0.10
H -3.01518 3.50454 0.01329 -0.181 0.398 -0.549 0.11
H -5.07577 3.20794 -1.93215 -0.190 0.134 0.257 0.09
H -3.43724 2.76708 -2.36399 0.065 0.599 -0.067 0.06
H -4.47729 6.75437 -1.61693 1.143 -0.137 0.006 0.12
H -2.87576 6.93945 -2.60775 -0.524 0.418 -0.010 0.10
C 4.42392 -1.86787 5.02007 -0.879 1.009 -0.276 -0.19
C 5.45617 -0.86311 5.60069 -0.151 -2.307 0.112 -0.26
C 5.27755 0.42149 4.92109 0.165 2.185 -0.847 -0.25
S 3.49798 0.69913 5.13552 -0.010 -2.262 -0.105 0.65
O 2.87932 1.39772 4.05455 -0.210 0.941 -0.376 -0.33
O 3.27598 1.08015 6.51082 0.028 0.362 -0.079 -0.33
C 3.07167 -1.09782 4.99978 -0.268 -0.038 -1.709 -0.21
H 4.29060 -2.79081 5.58938 0.377 0.117 -0.084 0.11
H 4.69192 -2.06364 3.97242 -0.025 -0.181 0.388 0.09
H 6.43037 -1.25395 5.40798 0.883 -0.238 0.008 0.11
H 5.34546 -0.76117 6.67491 -0.099 0.089 0.188 0.12
H 5.57409 0.47176 3.83232 -0.620 -0.329 1.127 0.12
H 5.82579 1.19625 5.48298 -0.434 0.038 -0.381 0.11
H 2.41940 -1.29933 4.08754 1.256 0.596 0.775 0.11
H 2.41535 -1.35459 5.79667 -0.216 0.046 1.136 0.07
C 2.38739 -2.38342 -3.98265 1.289 -1.395 1.540 -0.18
C 2.37342 -0.95266 -3.32808 0.493 -1.350 -2.189 -0.19
C 3.40753 -0.21047 -4.21357 1.403 1.025 0.435 -0.19
S 4.82634 -1.37479 -4.15490 -0.223 1.418 0.175 0.66
O 5.33207 -1.23898 -2.79239 -0.004 -0.130 -0.898 -0.35
O 5.71774 -1.29380 -5.28518 0.077 0.360 0.275 -0.32
C 3.87842 -2.80319 -4.27622 -0.921 -1.321 -0.993 -0.24
H 1.82662 -2.38777 -4.89008 -0.362 0.205 -0.747 0.09
H 1.95785 -3.20696 -3.35156 0.154 1.147 -0.336 0.10
H 2.67204 -0.95454 -2.31009 0.350 -0.039 0.850 0.07
H 1.33602 -0.68771 -3.37176 -0.359 0.970 -0.133 0.08
H 3.94878 0.68991 -3.79711 -1.151 -0.626 -0.153 0.11
H 3.16932 0.02326 -5.27148 -0.198 -0.453 0.633 0.11
H 4.28074 -3.48809 -3.54165 -0.073 -0.241 0.223 0.10
H 4.09782 -3.22976 -5.29696 -0.536 0.446 1.025 0.12
C -0.90620 -1.83877 0.36473 2.137 -0.780 -0.579 -0.19
C 0.37954 -1.61607 1.23733 1.036 -0.690 0.240 -0.21
C 0.59856 -0.08663 1.44830 -3.121 -1.203 0.039 -0.22
S 0.23631 0.57664 -0.15905 -0.644 0.606 -0.250 0.69
O 1.45285 0.75812 -0.94505 -0.452 -0.394 0.279 -0.35
O -0.60598 1.74995 -0.00778 -0.039 -0.181 -0.161 -0.35
C -0.74775 -0.83323 -0.79634 0.860 -0.588 1.251 -0.23
H -1.82623 -1.65413 0.88574 -0.336 -0.136 0.498 0.09
H -0.80069 -2.92619 -0.00583 -0.741 1.767 0.390 0.13
H 1.25944 -2.13039 0.65288 -1.399 1.123 1.254 0.14
H 0.26621 -2.05767 2.25599 0.195 0.056 -0.930 0.09
H 1.50679 0.29438 1.77709 2.010 0.259 0.510 0.05
H -0.19248 0.27354 2.19714 0.901 -0.393 -1.271 0.12
H -0.23673 -1.31692 -1.59348 0.772 -0.178 -0.719 0.06
H -1.66606 -0.49648 -1.17486 -1.147 0.884 -0.365 0.01